Entry 1:
Computed, not measured: a molecular structure, C32H48N7O5PS3V, with ωB97M-V with the def2-TZVPD basis set.

Geometry as XYZ:
```
97
C32H48N7O5PS3V, DFT ωB97M-V with the def2-TZVPD basis set
V 0.65 0.61 -1.15
C 9.21 -1.21 -0.78
C 7.75 -0.94 -0.53
C 7.04 -0.05 -1.34
C 5.71 0.23 -1.10
C 5.07 -0.40 -0.04
C 5.74 -1.30 0.77
C 7.08 -1.56 0.52
S 3.37 -0.06 0.28
O 3.24 1.34 0.66
O 2.89 -1.05 1.21
N 2.61 -0.13 -1.14
C 2.14 -1.33 -1.67
C 2.69 -2.60 -1.65
C 1.96 -3.61 -2.24
C 0.71 -3.36 -2.80
C 0.20 -2.08 -2.76
N 0.93 -1.08 -2.22
H 9.50 -0.92 -1.78
H 9.43 -2.27 -0.65
H 9.82 -0.66 -0.07
H 7.55 0.43 -2.17
H 5.16 0.91 -1.74
H 5.22 -1.79 1.58
H 7.62 -2.26 1.15
H 3.65 -2.77 -1.18
H 2.36 -4.61 -2.26
H 0.12 -4.15 -3.23
H -0.79 -1.83 -3.12
C 0.39 6.01 -1.80
N 1.16 4.78 -1.58
C 2.55 4.87 -1.15
C 0.59 3.57 -1.71
N 1.26 2.46 -1.50
N -0.72 3.54 -2.09
C -1.53 2.41 -2.20
N -2.74 2.63 -2.75
N -1.15 1.27 -1.77
H 1.04 6.86 -1.63
H -0.45 6.08 -1.11
H 0.03 6.08 -2.83
H 2.83 5.91 -1.09
H 3.21 4.38 -1.87
H 2.69 4.41 -0.17
H 2.23 2.60 -1.22
H -1.18 4.42 -2.25
H -2.90 3.41 -3.37
H -3.33 1.81 -2.87
H -1.87 0.51 -1.98
C -3.77 0.16 1.13
C -5.07 -0.21 0.43
C -5.63 0.94 -0.39
O -4.97 -1.40 -0.38
P -3.80 -2.00 -1.31
S -2.24 -2.64 -0.31
S -3.33 -0.73 -2.82
O -4.57 -3.25 -1.90
C -5.94 -3.40 -2.36
C -6.83 -3.76 -1.19
C -6.45 -2.21 -3.15
H -3.97 1.00 1.79
H -3.01 0.45 0.40
H -3.39 -0.68 1.71
H -5.80 -0.49 1.19
H -4.86 1.36 -1.03
H -5.99 1.72 0.28
H -6.46 0.61 -1.01
H -5.86 -4.26 -3.03
H -6.94 -2.92 -0.51
H -6.41 -4.60 -0.64
H -7.81 -4.05 -1.56
H -6.54 -1.33 -2.52
H -7.43 -2.46 -3.54
H -5.79 -1.98 -3.98
C 0.04 0.61 7.05
C 0.06 0.25 5.59
C 0.05 -1.08 5.19
C 0.07 -1.43 3.85
C 0.06 -2.89 3.48
C 0.11 -0.40 2.88
C 0.13 -0.81 1.52
O 0.10 -0.06 0.53
C 0.12 0.97 3.28
C 0.17 2.10 2.30
C 0.09 1.25 4.63
H -0.07 -0.27 7.68
H -0.78 1.30 7.26
H 0.97 1.12 7.32
H 0.02 -1.86 5.94
H 0.00 -3.50 4.37
H 0.97 -3.17 2.94
H -0.79 -3.14 2.84
H 0.13 -1.88 1.31
H -0.67 2.06 1.59
H 1.10 2.07 1.72
H 0.12 3.05 2.83
H 0.10 2.29 4.94
```

The total charge is +1. The calculation puts the calculated total energy at -4487.627912 Ha. The energy above the lowest of the compared OMol25 structures with the same formula, charge and spin comes out at 28.3 kcal per mole. Its spin multiplicity is 3. As for the HOMO-LUMO gap (alpha / beta): 5.9 / 6.1 eV. The value obtained for the HOMO energy (alpha / beta) is -9.22 / -9.22 eV.

Entry 2:
Computed, not measured: 2 unconnected molecules or ions with the total composition C2H8ClNOSi at a distorted geometry, with ωB97M-V with the def2-TZVPD basis set.

Geometry as XYZ:
```
14
C2H8ClNOSi, DFT ωB97M-V with the def2-TZVPD basis set
C 0.74 1.85 -2.90
C -0.22 2.47 -0.82
N 0.51 1.55 -1.68
O 0.94 0.53 -1.03
Si -0.46 -1.21 1.82
Cl -1.47 -2.64 2.68
H 0.50 2.75 -3.35
H -0.87 -0.80 0.50
H 1.23 1.17 -3.54
H -0.77 3.20 -1.36
H -0.78 2.00 -0.07
H 0.65 2.96 -0.24
H 0.78 -1.94 1.78
H -0.20 -0.15 2.80
```

The calculation puts the calculated total energy at -960.589345 Ha. The energy above the lowest of the compared OMol25 structures with the same formula, charge and spin comes out at 36.3 kcal per mole. Its spin multiplicity is 1. The SMILES is C=[N+](C)[O-].[SiH3]Cl. As for the HOMO-LUMO gap: 9.9 eV. The value obtained for the HOMO energy is -9.15 eV.

Entry 3:
Computed, not measured: 2 unconnected molecules or ions with the total composition C35H65N4O8S2 at a distorted geometry, with ωB97M-V with the def2-TZVPD basis set.

Geometry as XYZ:
```
114
C35H65N4O8S2, DFT ωB97M-V with the def2-TZVPD basis set
C 0.90 2.79 1.58
C 0.81 1.91 0.19
C 2.27 2.02 -0.62
C 2.04 1.30 -2.12
N 3.19 0.34 -2.28
C 2.83 -1.09 -1.99
C 2.44 -2.02 -3.27
C 0.96 -1.68 -3.95
C -0.18 -2.82 -3.69
C -0.41 -3.23 -2.11
C 0.32 -4.66 -1.66
O 1.15 -5.45 -2.61
C 0.19 -5.23 -0.09
C 0.93 -6.62 0.44
O 0.88 -7.03 1.74
O 1.71 -7.53 -0.46
C -0.75 -4.26 0.89
N -0.98 -4.68 2.36
C -1.48 -2.86 0.34
C -2.40 -2.08 1.44
C -3.75 -2.90 1.92
C -3.75 -3.25 3.55
O -3.95 -4.18 1.24
N -1.26 -2.40 -1.12
C -1.87 -1.11 -1.64
C -3.26 -1.30 -2.49
C -4.41 -2.21 -1.76
C -5.57 -1.34 -0.98
C -6.42 -0.33 -1.99
C -7.92 -0.88 -2.36
O -8.46 0.06 -3.40
C -9.81 -0.42 -3.79
C -10.00 -1.16 -5.26
O -10.90 -0.32 -3.02
C 3.97 0.53 -3.55
S 3.36 0.89 -5.10
S 5.87 0.37 -3.41
C 6.29 -1.32 -2.66
C 7.81 -1.85 -3.03
C 8.67 -0.74 -3.88
H 0.94 2.01 2.47
H -0.06 3.48 1.61
H 1.90 3.43 1.50
H -0.02 2.29 -0.56
H 0.62 0.76 0.34
H 2.61 3.13 -0.78
H 3.07 1.37 -0.04
H 0.98 0.82 -2.07
H 2.03 2.20 -2.88
H 3.77 -1.60 -1.47
H 1.96 -1.10 -1.19
H 3.25 -2.09 -4.12
H 2.32 -3.14 -2.85
H 0.61 -0.57 -3.70
H 1.16 -1.67 -5.12
H -1.17 -2.43 -4.22
H 0.15 -3.77 -4.33
H 0.48 -5.93 -3.19
H 2.64 -7.11 -0.45
H -1.36 -5.67 2.38
H -0.02 -4.72 2.80
H -2.71 -0.99 1.17
H -1.72 -1.98 2.42
H -4.65 -2.14 1.77
H -4.88 -3.21 3.91
H -3.12 -2.49 4.19
H -3.41 -4.38 3.75
H -4.39 -4.85 1.87
H -1.12 -0.55 -2.38
H -2.10 -0.31 -0.80
H -3.13 -1.72 -3.58
H -3.71 -0.20 -2.62
H -4.97 -2.80 -2.63
H -3.89 -3.03 -1.11
H -6.36 -2.05 -0.48
H -5.05 -0.62 -0.20
H -6.56 0.73 -1.48
H -5.85 -0.21 -3.03
H -7.90 -1.95 -2.85
H -8.61 -0.78 -1.43
H -10.43 -2.25 -5.09
H -10.70 -0.54 -5.97
H -8.96 -1.27 -5.83
H 5.45 -2.06 -3.04
H 6.20 -1.24 -1.49
H 7.75 -2.90 -3.58
H 8.36 -2.02 -1.99
H 8.83 0.24 -3.24
H 8.18 -0.54 -4.93
H 9.76 -1.17 -4.10
C 3.45 4.87 7.77
O 2.88 6.14 7.48
C 3.81 7.06 6.89
C 3.46 7.30 5.41
N 3.75 6.12 4.59
C 3.19 6.19 3.24
C 1.65 6.29 3.11
O 0.95 5.12 3.52
C 0.72 5.03 4.92
H 2.75 4.32 8.39
H 3.61 4.30 6.85
H 4.39 4.97 8.31
H 4.85 6.74 7.01
H 3.69 8.01 7.43
H 4.05 8.15 5.04
H 2.41 7.58 5.36
H 3.36 5.30 5.05
H 3.50 5.27 2.73
H 3.65 7.02 2.70
H 1.43 6.41 2.04
H 1.25 7.19 3.59
H 0.57 6.01 5.38
H 1.55 4.50 5.40
H -0.18 4.43 5.08
```

The total charge is +1. The calculation puts the calculated total energy at -2988.843589 Ha. Its spin multiplicity is 1. As for the HOMO-LUMO gap: 4.8 eV. The value obtained for the HOMO energy is -10.02 eV.